Entry 1:
{
  "formula": "C4H7NO",
  "method": "wB97M-V/def2-TZVPD",
  "elements": ["N", "C", "O", "C", "C", "C", "H", "H", "H", "H", "H", "H", "H"],
  "positions_angstrom": [[-1.85001, 0.56973, 0.73075], [-0.90642, -0.39785, 0.50902], [-1.43078, -1.64941, 0.54735], [0.40486, -0.18798, 0.30482], [1.21542, 0.96982, -0.07784], [1.25604, -0.31229, -0.90057], [-1.69924, 1.42329, 0.21176], [-2.80641, 0.24660, 0.74460], [-0.67311, -2.22930, 0.71420], [0.77524, 1.87254, -0.50292], [2.09220, 1.16345, 0.54040], [2.17115, -0.89882, -0.94111], [0.72361, -0.26314, -1.85271]],
  "homo_energy_ev": -7.7,
  "gap_ev": 8.603,
  "smiles": "NC(O)=C1CC1",
  "mol_weight_g_mol": 85.11,
  "fmax_ev_per_a": 0.29,
  "lumo_energy_ev": 0.9,
  "relative_energy_kcal_mol": 61.48
}

Entry 2:
{
  "formula": "C5H8N2",
  "method": "wB97M-V/def2-TZVPD",
  "elements": ["C", "C", "C", "N", "C", "C", "N", "H", "H", "H", "H", "H", "H", "H", "H"],
  "positions_angstrom": [[-0.56404, 1.38052, -0.45407], [-0.01362, 0.03241, -0.02554], [-0.98599, -0.79652, 0.80597], [0.51017, -0.67671, -1.20430], [1.63393, -1.32232, -0.92191], [1.18488, 0.36783, 0.81101], [1.99688, 0.73988, 1.54835], [-0.79501, 1.95304, 0.44405], [-1.46129, 1.25388, -1.06351], [0.19436, 1.92832, -1.02472], [-1.95680, -0.84947, 0.30715], [-0.61370, -1.81437, 0.96255], [-1.10341, -0.32020, 1.78327], [0.53137, -0.09526, -2.03984], [1.44229, -1.78101, 0.07154]],
  "homo_energy_ev": -8.7,
  "gap_ev": 9.289,
  "mol_weight_g_mol": 96.13,
  "fmax_ev_per_a": 2.17,
  "lumo_energy_ev": 0.6,
  "relative_energy_kcal_mol": 80.31
}

Entry 3:
{
  "formula": "C4H7NO2",
  "method": "wB97M-V/def2-TZVPD",
  "elements": ["N", "C", "O", "C", "C", "C", "O", "H", "H", "H", "H", "H", "H", "H"],
  "positions_angstrom": [[1.51343, 0.52720, 1.89940], [0.98650, 0.34396, 0.66127], [0.97783, 1.46150, -0.10113], [0.50091, -0.82825, 0.16220], [-0.88747, -0.88568, -0.37527], [-1.64312, 0.18936, -1.03161], [-1.24522, -0.96266, -1.76045], [1.81004, 1.44924, 2.17470], [1.15905, -0.07375, 2.62384], [0.94592, 1.05874, -0.98603], [0.87923, -1.74676, 0.59641], [-1.49691, -1.56364, 0.23377], [-1.15403, 1.12078, -1.32332], [-2.71362, 0.30146, -0.83082]],
  "homo_energy_ev": -8.0,
  "gap_ev": 8.804,
  "smiles": "N/C(O)=C/[C@H]1CO1",
  "mol_weight_g_mol": 101.10,
  "fmax_ev_per_a": 0.63,
  "lumo_energy_ev": 0.8,
  "relative_energy_kcal_mol": 70.52
}

Entry 4:
{
  "formula": "C37H28CoF5N2PS4Se2",
  "method": "wB97M-V/def2-TZVPD",
  "elements": ["Co", "Se", "P", "Se", "C", "C", "C", "C", "C", "C", "C", "C", "C", "C", "C", "C", "H", "H", "H", "H", "H", "H", "H", "H", "H", "H", "S", "C", "N", "C", "C", "N", "C", "C", "C", "C", "C", "C", "C", "C", "S", "C", "C", "C", "C", "C", "C", "C", "H", "H", "H", "H", "H", "H", "H", "H", "H", "H", "H", "H", "H", "H", "H", "H", "H", "H", "S", "C", "F", "C", "C", "F", "C", "F", "C", "S", "C", "F", "C", "F"],
  "positions_angstrom": [[-0.35627, -0.27541, 0.88107], [-0.23555, -2.70043, 1.86189], [-2.26929, -2.08712, 2.26328], [-2.96428, -0.43148, 1.06703], [-3.31895, -3.57118, 1.95575], [-2.97973, -4.77994, 2.56340], [-3.70317, -5.92988, 2.29275], [-4.76994, -5.88945, 1.40122], [-5.11758, -4.68988, 0.80094], [-4.39517, -3.53281, 1.07869], [-2.57722, -1.79029, 4.04034], [-1.83904, -2.48220, 4.99370], [-2.07698, -2.27297, 6.34404], [-3.04446, -1.36284, 6.74710], [-3.78102, -0.67056, 5.79517], [-3.54899, -0.88244, 4.44312], [-2.13459, -4.82145, 3.23981], [-3.42660, -6.86436, 2.76688], [-5.32225, -6.79367, 1.17277], [-5.94624, -4.65228, 0.10333], [-4.65740, -2.59399, 0.60772], [-1.04586, -3.14846, 4.67552], [-1.48583, -2.80044, 7.08321], [-3.20933, -1.17709, 7.80201], [-4.52277, 0.05563, 6.10577], [-4.10080, -0.32595, 3.69706], [-0.59414, 1.71004, -0.48015], [0.91924, 1.80008, -1.27447], [1.04241, 2.58360, -2.41214], [2.19931, 2.39622, -3.25730], [3.42834, 2.33347, -2.38567], [3.27493, 1.25853, -1.43271], [4.43272, 0.41178, -1.20449], [4.80088, -0.35136, -2.45568], [3.87235, -1.23269, -3.00795], [4.16719, -1.92653, -4.17079], [5.39655, -1.74888, -4.79893], [6.32594, -0.87552, -4.25461], [6.02529, -0.17953, -3.08791], [2.05956, 1.07733, -0.79996], [1.97378, 0.02230, 0.54142], [-0.08888, 3.28163, -3.00576], [-0.74607, 2.50260, -4.13052], [-1.81426, 1.64680, -3.86599], [-2.39787, 0.91112, -4.88864], [-1.92254, 1.01887, -6.18936], [-0.86105, 1.87027, -6.46375], [-0.28196, 2.60838, -5.43908], [2.26779, 3.23930, -3.94756], [2.12747, 1.47468, -3.84992], [3.56447, 3.29550, -1.87643], [4.30822, 2.13761, -2.99883], [4.17247, -0.28221, -0.41019], [5.28059, 1.01312, -0.86013], [2.91324, -1.36615, -2.51562], [3.43857, -2.61077, -4.58864], [5.62751, -2.29158, -5.70784], [7.28494, -0.73186, -4.73844], [6.75224, 0.50574, -2.66317], [0.27009, 4.24340, -3.38423], [-0.81048, 3.47196, -2.21786], [-2.16535, 1.54480, -2.84580], [-3.22609, 0.24870, -4.66644], [-2.37748, 0.44137, -6.98560], [-0.48358, 1.96141, -7.47505], [0.54040, 3.28020, -5.66274], [-0.63939, -1.54929, -2.13361], [-0.50503, -0.93964, -0.73204], [0.55234, 5.66226, 5.62935], [0.41194, 4.46703, 5.03192], [0.71217, 4.30483, 3.69622], [1.15612, 5.35849, 2.98989], [0.57502, 3.06911, 3.08965], [0.93956, 2.98969, 1.80708], [0.11332, 1.93728, 3.76614], [-0.09852, 0.33163, 3.12779], [-0.16102, 2.14565, 5.12356], [-0.58862, 1.12593, 5.88204], [-0.02310, 3.36990, 5.74586], [-0.31222, 3.50430, 7.05152]],
  "s_squared": 2.03,
  "homo_energy_ev": [-3.6, -4.3],
  "multiplicity": 3,
  "gap_ev": [5.889, 6.261],
  "mol_weight_g_mol": 971.73,
  "total_charge": -1,
  "fmax_ev_per_a": 1.01,
  "lumo_energy_ev": [2.2, 2.0]
}

Entry 5:
{
  "formula": "CBrN3S",
  "method": "wB97M-V/def2-TZVPD",
  "elements": ["N", "N", "S", "N", "C", "Br"],
  "positions_angstrom": [[-2.16804, 1.65962, -0.19846], [-1.84632, 0.65469, 0.21663], [-1.40268, -0.67778, 0.82539], [1.94421, 0.29385, -1.31343], [1.71064, -0.42663, -0.48107], [1.76219, -1.50375, 0.95094]],
  "homo_energy_ev": -10.0,
  "gap_ev": 10.156,
  "smiles": "N#[N+][S-].N#CBr",
  "mol_weight_g_mol": 166.00,
  "fmax_ev_per_a": 4.58,
  "lumo_energy_ev": 0.1,
  "relative_energy_kcal_mol": 3.42
}